Record 1
Below is H2NO2S3 as an isolated structure, with properties calculated with ωB97M-V/def2-TZVPD.

Each line ends with the natural charge from an NBO analysis.
Geometry (Å):
N -1.108 -0.674 0.937  -0.87
O -0.045 -0.028 -1.259  -0.98
O 0.328 1.295 0.863  -0.91
S -2.140 -1.445 -0.037  0.29
S 3.085 0.404 -0.174  -0.86
S 0.322 -0.185 0.151  1.67
H 1.248 1.572 0.739  0.52
H -1.690 -0.937 -1.221  0.14

Values from the calculation:
2S+1: 1
HOMO level (spin up / spin down) (eV): -3.7330 / -3.3548
Energy (eV): -38121.4689
Total charge: -1
HOMO-LUMO gap (spin up / spin down) (eV): 6.00 / 6.37

=====

Record 2
Below is an isolated ion of composition H2NO3PS and charge -2, with properties calculated with ωB97M-V/def2-TZVPD.

Each line ends with the natural charge from an NBO analysis.
Geometry (Å):
O 1.101 -0.918 1.485  -1.22
P 0.509 -0.608 0.168  2.44
O 1.313 -1.057 -1.045  -1.22
O -1.018 -1.226 0.118  -1.04
N 0.139 1.096 0.173  -1.16
S -1.390 1.713 -0.695  -0.65
H -1.633 -0.663 -0.195  0.49
H 0.980 1.663 -0.010  0.35

Values from the calculation:
2S+1: 1
HOMO level (eV): 1.2922
Energy (eV): -27790.7803
Total charge: -2
HOMO-LUMO gap (eV): 5.09

=====

Record 3
Below is a 2-piece molecular cluster, H2NO3S overall, with properties calculated with ωB97M-V/def2-TZVPD.

Each line ends with the natural charge from an NBO analysis.
Geometry (Å):
N -0.475 0.279 0.704  -0.76
O -1.082 -1.055 1.047  -0.66
O -2.883 0.657 -0.284  -0.99
O 2.398 0.214 -0.573  -0.98
S -1.660 -0.132 -0.275  1.42
H 1.616 0.677 -0.142  0.50
H 2.086 -0.641 -0.476  0.46

Values from the calculation:
2S+1: 1
HOMO level (eV): -3.1062
Energy (eV): -18498.2840
Total charge: -1
HOMO-LUMO gap (eV): 7.29

=====

Record 4
Below is an isolated ion of composition H2NO3S and charge -1, with properties calculated with ωB97M-V/def2-TZVPD.

Each line ends with the natural charge from an NBO analysis.
Geometry (Å):
N 1.348 -0.012 -0.180  -1.03
S -0.674 0.130 0.355  2.39
O -1.325 -0.087 -0.911  -1.01
O -0.842 -1.017 1.281  -1.01
O -0.873 1.437 0.991  -0.98
H 1.227 -0.967 -0.590  0.33
H 1.139 0.517 -0.946  0.32

Values from the calculation:
2S+1: 1
HOMO level (eV): -5.2612
Energy (eV): -18501.2491
Total charge: -1
HOMO-LUMO gap (eV): 9.48

=====

Record 5
Below is a 2-piece molecular cluster, H2NO4 overall, with properties calculated with ωB97M-V/def2-TZVPD.

Each line ends with the natural charge from an NBO analysis.
Geometry (Å):
N 0.508 -1.078 -0.829  0.24
O 1.405 -0.509 -1.582  -0.57
O -0.531 1.799 0.821  -0.53
O 0.342 -0.971 0.399  -0.33
O -1.123 0.515 0.828  -0.52
H -0.291 -1.533 -1.362  0.28
H -0.311 1.777 1.725  0.43

Values from the calculation:
2S+1: 1
HOMO level (spin up / spin down) (eV): -1.5603 / -2.9333
Energy (eV): -9705.9162
Total charge: -1
HOMO-LUMO gap (spin up / spin down) (eV): 6.48 / 7.84

=====

Record 6
Below is a 2-piece molecular cluster, H2NOS overall, with properties calculated with ωB97M-V/def2-TZVPD.

Each line ends with the natural charge from an NBO analysis.
Geometry (Å):
N 0.680 -0.005 0.651  -0.12
O -0.019 -0.215 1.632  -0.48
S 0.281 -0.710 -1.088  -0.23
H 0.132 1.745 -0.262  -0.25
H -1.073 -0.816 -0.934  0.08

Values from the calculation:
2S+1: 1
HOMO level (spin up / spin down) (eV): -2.8740 / -1.7783
Energy (eV): -14400.9874
Total charge: -1
HOMO-LUMO gap (spin up / spin down) (eV): 7.14 / 5.94

=====

Record 7
Below is H2NaO as an isolated structure, with properties calculated with ωB97M-V/def2-TZVPD.

Each line ends with the natural charge from an NBO analysis.
Geometry (Å):
O -0.689 -0.157 -0.269  -0.97
H -1.158 0.583 0.180  0.48
H -1.036 -0.147 -1.190  0.49
Na 2.883 -0.280 1.280  1.00

Values from the calculation:
2S+1: 1
HOMO level (eV): -15.1803
Energy (eV): -6490.3168
Total charge: +1
HOMO-LUMO gap (eV): 9.67

=====

Record 8
Below is a 2-piece molecular cluster, H2O2S2 overall, with properties calculated with ωB97M-V/def2-TZVPD.

Each line ends with the natural charge from an NBO analysis.
Geometry (Å):
O -1.997 0.701 0.799  -0.81
O 2.652 1.232 -0.494  -0.81
S -1.417 1.240 -0.639  0.34
S 1.445 0.833 0.502  0.31
H -1.402 0.996 1.401  0.47
H 3.198 0.390 -0.567  0.50

Values from the calculation:
2S+1: 1
HOMO level (spin up / spin down) (eV): -8.5585 / -8.7720
Energy (eV): -25793.5764
HOMO-LUMO gap (spin up / spin down) (eV): 5.80 / 6.03

=====

Record 9
Below is a 3-piece molecular cluster, H2O5P2 overall, with properties calculated with ωB97M-V/def2-TZVPD.

Each line ends with the natural charge from an NBO analysis.
Geometry (Å):
O -2.953 -3.673 -2.491  -1.17
O -2.657 -5.356 -0.645  -1.17
O 1.773 2.091 0.107  -1.20
O 0.611 2.007 2.711  -0.99
O 2.873 3.501 -1.649  -1.17
P 2.778 2.161 -0.957  1.38
P -3.537 -4.406 -1.310  1.34
H 1.049 2.405 1.957  0.51
H 0.063 1.270 2.278  0.47

Values from the calculation:
2S+1: 1
HOMO level (eV): -2.0546
Energy (eV): -28851.9248
Total charge: -2
HOMO-LUMO gap (eV): 8.11

=====

Record 10
Below is H2P2S4 as an isolated structure, with properties calculated with ωB97M-V/def2-TZVPD.

Each line ends with the natural charge from an NBO analysis.
Geometry (Å):
P -0.187 1.332 -0.112  0.52
P -0.811 -1.250 0.361  0.68
S 0.552 -0.105 1.396  -0.30
S -1.180 -0.060 -1.404  -0.27
S -2.216 -1.910 1.589  -0.48
S 1.497 1.799 -1.349  -0.31
H 0.068 -2.370 0.048  0.01
H 2.277 2.565 -0.530  0.16

Values from the calculation:
2S+1: 1
HOMO level (eV): -8.9808
Energy (eV): -61951.9720
HOMO-LUMO gap (eV): 7.93

=====

Record 11
Below is a 16-piece molecular cluster, H30NO18 overall, with properties calculated with ωB97M-V/def2-TZVPD.

Each line ends with the natural charge from an NBO analysis.
Geometry (Å):
N 0.215 0.421 0.100  0.73
O 0.412 0.095 1.304  -0.49
O 0.495 -0.443 -0.798  -0.59
O 0.218 1.618 -0.212  -0.56
O -0.915 -2.971 0.698  -0.98
H -1.230 -3.895 0.546  0.46
H -0.885 -2.608 -0.184  0.51
O 2.610 -0.358 3.201  -0.95
H 2.420 0.359 2.632  0.50
H 3.521 -0.164 3.476  0.47
O -0.232 -1.539 -3.805  -1.00
H -0.142 -0.602 -3.631  0.48
H 0.495 -1.891 -3.306  0.49
O -0.076 1.097 -3.145  -0.97
H 0.000 0.862 -2.225  0.50
H -1.021 1.155 -3.355  0.48
O -2.035 -1.944 -1.653  -1.00
H -2.134 -0.981 -1.591  0.49
H -1.657 -2.070 -2.508  0.49
O 0.628 -1.753 4.070  -0.97
H 1.363 -1.353 3.632  0.50
H 0.737 -2.683 4.059  0.45
O 2.292 1.998 1.638  -0.99
H 1.477 1.511 1.507  0.49
H 2.225 2.847 1.169  0.48
O -1.493 3.073 -2.085  -0.98
H -1.515 4.010 -2.098  0.48
H -0.609 2.847 -2.372  0.50
O 1.670 -2.506 -2.136  -0.97
H 1.636 -3.284 -1.603  0.48
H 1.246 -1.817 -1.649  0.50
O -0.982 4.084 0.680  -0.92
H -0.622 4.973 0.471  0.44
H -0.585 3.518 0.070  0.48
O -2.431 1.324 1.837  -0.97
H -1.862 0.621 2.141  0.48
H -2.543 1.034 0.937  0.46
O -1.870 -0.960 3.147  -0.97
H -0.901 -0.946 3.173  0.50
H -2.038 -1.460 2.326  0.48
O 1.995 -2.907 1.174  -0.95
H 1.847 -3.493 1.914  0.45
H 1.159 -2.605 0.920  0.49
O -2.487 0.760 -1.033  -0.97
H -1.961 1.507 -1.284  0.50
H -3.258 1.027 -1.512  0.47
O 2.544 1.801 -1.562  -0.96
H 1.759 1.754 -1.021  0.47
H 2.522 0.939 -2.055  0.47

Values from the calculation:
2S+1: 1
HOMO level (eV): -6.7959
Energy (eV): -38832.0885
Total charge: -1
HOMO-LUMO gap (eV): 9.18

=====

Record 12
Below is a 15-piece molecular cluster, H30O15 overall, with properties calculated with ωB97M-V/def2-TZVPD.

Each line ends with the natural charge from an NBO analysis.
Geometry (Å):
O -3.886 -0.727 0.815  -0.94
H -3.454 -1.108 0.036  0.47
H -4.774 -1.066 0.629  0.48
O -2.208 -1.036 2.919  -0.97
H -2.463 -0.118 3.063  0.48
H -2.535 -1.220 2.022  0.49
O 3.537 1.246 1.789  -0.92
H 3.160 0.886 2.594  0.46
H 4.247 0.646 1.574  0.47
O 2.048 1.989 -1.451  -0.94
H 1.505 1.230 -1.690  0.46
H 2.808 1.575 -1.030  0.48
O 1.672 0.983 -4.309  -0.95
H 1.349 1.811 -4.683  0.47
H 1.988 1.289 -3.447  0.47
O -1.827 -0.407 -2.551  -0.97
H -1.426 -0.863 -3.285  0.51
H -2.760 -0.624 -2.589  0.47
O -1.421 4.365 -1.078  -0.98
H -2.206 3.872 -0.821  0.50
H -0.866 4.726 -0.405  0.47
O 0.442 -0.958 2.140  -1.02
H 0.276 -0.051 1.835  0.51
H -0.117 -1.064 2.921  0.51
O -0.766 0.302 -0.201  -1.00
H -0.717 0.173 -1.170  0.52
H -0.868 -0.540 0.251  0.47
O 3.424 -1.737 2.872  -0.93
H 3.369 -0.816 2.578  0.44
H 2.471 -1.911 2.844  0.48
O 2.104 -1.478 -0.502  -0.95
H 1.949 -2.422 -0.389  0.48
H 1.408 -1.025 -0.014  0.47
O 0.038 -3.590 0.722  -0.96
H -0.041 -3.898 1.620  0.48
H 0.247 -2.674 0.844  0.48
O -0.566 -3.040 -2.598  -0.94
H -0.615 -2.888 -1.653  0.47
H -0.901 -3.930 -2.608  0.47
O -3.200 2.166 0.182  -0.95
H -2.416 1.658 0.416  0.49
H -3.534 1.677 -0.563  0.47
O 0.985 2.142 1.176  -0.95
H 0.284 2.512 0.649  0.48
H 1.475 2.930 1.433  0.47

Values from the calculation:
2S+1: 1
HOMO level (eV): -10.8308
Energy (eV): -31199.4737
HOMO-LUMO gap (eV): 10.35